# 1
The following is a quantum chemistry calculation of a 2-piece molecular cluster, C5H14 overall in a non-equilibrium geometry, from the OMol25 dataset.

For the frontier orbital gap, the calculation gives 12.07 eV. Its maximum force is 4.77 eV/Å. The energy above the lowest of the compared OMol25 structures with the same formula, charge and spin is 27.7 kcal per mole. As for the SMILES: CCC.CC. The value obtained for the total energy is -5410.8468 eV. The value obtained for the lowest unoccupied orbital energy is 1.080 eV.

CARTESIAN COORDINATES (ANGSTROEM)
C (-0.359, -1.510, -2.117)
C (0.212, -0.585, -1.089)
C (1.587, -1.089, -0.536)
H (-1.304, -1.919, -1.727)
H (-0.721, -1.119, -3.021)
H (0.368, -2.252, -2.368)
H (0.496, 0.330, -1.559)
H (-0.480, -0.436, -0.242)
H (1.372, -1.950, 0.112)
H (2.152, -0.372, 0.140)
H (2.148, -1.352, -1.325)
C (-0.759, 0.894, 1.422)
C (-0.666, 2.212, 2.178)
H (-0.545, 0.049, 2.079)
H (0.107, 0.859, 0.737)
H (-1.728, 0.745, 0.931)
H (-1.426, 2.299, 2.879)
H (0.230, 2.488, 2.657)
H (-0.766, 3.096, 1.565)

=====

# 2
The following is a quantum chemistry calculation of one molecule with the formula C5H6O in a non-equilibrium geometry, from the OMol25 dataset.

For the frontier orbital gap, the calculation gives 10.42 eV. Its maximum force is 2.71 eV/Å. The energy above the lowest of the compared OMol25 structures with the same formula, charge and spin is 47.7 kcal per mole. As for the SMILES: C#CC(=O)CC. The value obtained for the total energy is -7327.2150 eV. The value obtained for the lowest unoccupied orbital energy is 0.422 eV.

CARTESIAN COORDINATES (ANGSTROEM)
C (3.108, 0.304, 0.552)
C (2.020, -0.025, 0.185)
C (0.677, -0.380, -0.212)
O (0.519, -0.852, -1.315)
C (-0.647, -0.017, 0.449)
C (-1.871, 0.019, -0.485)
H (4.077, 0.596, 0.853)
H (-0.809, -0.742, 1.244)
H (-0.499, 0.969, 0.872)
H (-2.739, 0.361, 0.095)
H (-2.107, -0.953, -0.924)
H (-1.729, 0.721, -1.312)

=====

# 3
The following is a quantum chemistry calculation of C39H39AsN2P2Ru as an isolated structure in a non-equilibrium geometry, from the OMol25 dataset.

For the frontier orbital gap, the calculation gives 6.17 eV. Its maximum force is 1.05 eV/Å. As for the net charge: +2. The energy above the lowest of the compared OMol25 structures with the same formula, charge and spin is 0.0 kcal per mole. The value obtained for the total energy is -126041.1935 eV. The value obtained for the lowest unoccupied orbital energy is -7.238 eV.

CARTESIAN COORDINATES (ANGSTROEM)
Ru (0.123, -0.103, 0.341)
N (2.423, -0.452, 2.330)
P (2.462, -0.164, 0.636)
C (4.092, 0.474, 0.272)
C (5.166, 0.274, 1.138)
C (6.423, 0.735, 0.782)
C (6.609, 1.384, -0.431)
C (5.541, 1.580, -1.296)
C (4.279, 1.130, -0.945)
C (2.224, -1.836, -0.023)
C (2.713, -2.977, 0.625)
C (2.373, -4.226, 0.153)
C (1.506, -4.365, -0.937)
C (0.992, -3.252, -1.569)
C (1.361, -1.979, -1.122)
P (0.726, -0.579, 2.528)
C (0.372, -2.297, 2.930)
C (0.953, -2.841, 4.077)
C (0.755, -4.176, 4.382)
C (-0.034, -4.968, 3.554)
C (-0.623, -4.426, 2.422)
C (-0.419, -3.090, 2.106)
C (0.270, 0.375, 3.974)
C (-1.038, 0.219, 4.442)
C (-1.463, 0.915, 5.559)
C (-0.584, 1.767, 6.220)
C (0.715, 1.924, 5.760)
C (1.144, 1.233, 4.634)
H (3.016, 0.064, 2.965)
H (5.039, -0.255, 2.075)
H (7.260, 0.581, 1.449)
H (7.594, 1.740, -0.704)
H (5.691, 2.087, -2.239)
H (3.441, 1.288, -1.616)
H (3.351, -2.875, 1.494)
H (2.778, -5.108, 0.631)
H (1.251, -5.354, -1.294)
H (0.330, -3.356, -2.417)
H (1.074, -1.108, -1.705)
H (1.560, -2.224, 4.730)
H (1.207, -4.600, 5.269)
H (-0.191, -6.010, 3.798)
H (-1.238, -5.044, 1.780)
H (-0.869, -2.673, 1.212)
H (-1.718, -0.460, 3.938)
H (-2.474, 0.789, 5.922)
H (-0.912, 2.304, 7.099)
H (1.399, 2.583, 6.277)
H (2.160, 1.386, 4.290)
C (1.107, 3.315, 1.190)
As (-0.370, 2.223, 0.605)
C (-0.997, 3.094, -0.996)
C (-1.737, 2.510, 1.971)
C (-2.328, 3.887, 1.925)
C (-3.435, 4.152, 1.121)
C (-3.969, 5.430, 1.056)
C (-3.399, 6.459, 1.792)
C (-2.300, 6.204, 2.599)
C (-1.768, 4.924, 2.666)
H (0.752, 4.336, 1.328)
H (1.900, 3.298, 0.444)
H (1.486, 2.930, 2.137)
H (-1.413, 4.061, -0.716)
H (-1.760, 2.488, -1.477)
H (-0.158, 3.233, -1.675)
H (-1.229, 2.320, 2.918)
H (-2.489, 1.732, 1.831)
H (-3.889, 3.348, 0.550)
H (-4.834, 5.623, 0.435)
H (-3.817, 7.456, 1.745)
H (-1.862, 7.000, 3.186)
H (-0.922, 4.726, 3.316)
N (-1.595, -0.355, -0.098)
C (-2.900, -0.484, -0.344)
C (-3.418, -0.076, -1.599)
C (-4.766, -0.180, -1.851)
C (-5.609, -0.693, -0.865)
C (-5.122, -1.110, 0.376)
C (-3.777, -1.014, 0.638)
H (-2.728, 0.307, -2.340)
H (-5.171, 0.126, -2.805)
H (-6.670, -0.774, -1.069)
H (-5.801, -1.506, 1.119)
H (-3.359, -1.336, 1.584)